1.
{"formula": "C12H22O14S3", "method": "ωB97M-V with the def2-TZVPD basis set", "elements": ["C", "C", "C", "C", "O", "C", "O", "C", "H", "H", "H", "H", "H", "H", "H", "H", "H", "H", "O", "S", "O", "O", "C", "C", "O", "H", "H", "H", "H", "O", "S", "O", "O", "C", "C", "O", "H", "H", "H", "H", "O", "S", "O", "O", "C", "C", "O", "H", "H", "H", "H"], "coordinates": [[0.893, -1.967, -0.883], [1.814, -1.860, 0.468], [2.104, -3.283, 1.230], [2.598, -4.482, 0.173], [1.379, -5.342, 0.183], [1.030, -5.473, 1.615], [0.877, -6.667, 2.194], [0.947, -3.939, 2.207], [1.434, -2.519, -1.782], [-0.177, -2.428, -0.658], [0.729, -0.846, -1.261], [2.876, -1.448, 0.114], [1.325, -1.128, 1.253], [2.925, -2.960, 2.032], [2.944, -4.004, -0.838], [3.514, -4.921, 0.775], [1.287, -4.045, 3.346], [-0.027, -3.316, 2.010], [-1.290, -0.172, -0.127], [-0.688, 1.033, 0.399], [0.022, 1.075, 1.656], [-1.819, 2.207, 0.402], [-1.370, 3.303, -0.392], [-0.444, 2.694, -1.442], [0.272, 1.669, -0.757], [-0.826, 3.995, 0.259], [-2.221, 3.822, -0.843], [0.245, 3.429, -1.865], [-1.017, 2.225, -2.248], [-0.359, 2.684, 7.702], [-1.462, 2.120, 6.956], [-2.588, 1.470, 7.586], [-0.852, 1.119, 5.823], [-1.265, 1.556, 4.530], [-1.458, 3.065, 4.651], [-2.029, 3.265, 5.942], [-2.208, 1.056, 4.287], [-0.512, 1.295, 3.781], [-2.113, 3.465, 3.874], [-0.497, 3.589, 4.622], [-0.608, 1.352, -3.596], [0.251, 1.411, -4.758], [1.624, 1.856, -4.700], [-0.521, 2.258, -5.918], [-0.670, 1.445, -7.081], [-0.726, 0.008, -6.569], [0.211, -0.043, -5.496], [0.205, 1.601, -7.720], [-1.574, 1.724, -7.628], [-0.467, -0.720, -7.342], [-1.716, -0.228, -6.164]], "mulliken_charge": [-0.388, -0.350, 0.087, -0.569, -0.343, 0.441, -0.563, -0.426, 0.312, 0.172, -0.077, 0.236, 0.024, 0.324, 0.359, 0.273, 0.269, 0.263, -0.532, 1.135, -0.603, -0.350, -0.393, -0.284, -0.285, 0.293, 0.321, 0.395, 0.332, -0.532, 1.085, -0.538, -0.313, -0.030, -0.315, -0.332, 0.268, 0.138, 0.272, 0.349, -0.574, 1.172, -0.595, -0.331, -0.339, -0.337, -0.323, 0.297, 0.308, 0.317, 0.281], "multiplicity": 1, "homo_ev": -10.1, "lumo_ha": 0.00342, "fmax_ev_per_a": 8.98, "homo_lumo_gap_ha": 0.376}

---

2.
{"formula": "C2H10NO3", "method": "ωB97M-V with the def2-TZVPD basis set", "elements": ["C", "N", "C", "O", "H", "H", "H", "H", "H", "H", "H", "H", "O", "H", "H", "O"], "coordinates": [[-1.040, 0.398, -1.850], [0.375, 0.321, -1.318], [0.550, -0.719, -0.204], [0.602, -0.136, 0.967], [-1.779, 0.214, -1.133], [-1.056, 1.467, -2.511], [-1.059, -0.359, -2.660], [0.558, 1.235, -0.893], [-0.225, -1.486, -0.384], [1.511, -1.256, -0.403], [0.358, -2.348, 2.130], [0.297, -1.132, 2.740], [0.313, -2.038, 3.062], [0.206, 1.049, 0.926], [0.595, 2.652, 0.609], [-0.207, 2.139, 0.923]], "mulliken_charge": [-0.735, -0.578, -0.311, -0.744, 0.286, 0.248, 0.283, 0.314, 0.295, 0.241, 0.292, 0.430, -0.694, 0.289, 0.235, -0.853], "multiplicity": 1, "homo_ev": -4.2, "charge": -1, "lumo_ha": 0.15455, "fmax_ev_per_a": 5.48, "de_lowest_kcal_mol": 32.1, "homo_lumo_gap_ha": 0.309}

---

3.
{"formula": "C28H38BN5P2Ru", "method": "ωB97M-V with the def2-TZVPD basis set", "elements": ["Ru", "C", "C", "C", "C", "C", "C", "C", "C", "C", "H", "H", "H", "H", "H", "H", "H", "H", "H", "H", "H", "H", "H", "H", "H", "P", "P", "N", "N", "N", "N", "C", "C", "C", "C", "C", "C", "C", "C", "C", "C", "C", "C", "C", "C", "C", "C", "C", "C", "H", "H", "H", "H", "H", "H", "H", "H", "H", "H", "H", "H", "H", "H", "H", "H", "H", "H", "H", "H", "B", "C", "N", "H", "H", "H"], "coordinates": [[0.172, 0.227, 2.732], [-2.063, 1.838, -4.741], [-2.146, 0.576, -4.315], [-1.396, -0.586, -4.890], [0.049, -0.298, -5.371], [0.879, 0.561, -4.451], [0.954, 1.893, -4.502], [0.229, 2.762, -5.496], [-1.207, 2.330, -5.879], [1.679, 0.946, 4.053], [-2.697, 2.620, -4.301], [-2.858, 0.311, -3.527], [-1.948, -1.014, -5.741], [-1.364, -1.377, -4.129], [0.557, -1.272, -5.464], [0.009, 0.131, -6.378], [1.492, -0.007, -3.740], [1.625, 2.441, -3.829], [0.806, 2.844, -6.432], [0.192, 3.779, -5.084], [-1.705, 3.216, -6.300], [-1.152, 1.589, -6.683], [1.097, 1.706, 4.607], [2.576, 1.396, 3.604], [1.936, 0.131, 4.746], [1.667, -0.475, 1.271], [-1.300, -0.797, 1.442], [2.657, 0.841, 0.682], [2.794, -1.714, 1.780], [-2.051, 0.500, 0.546], [-2.777, -1.649, 1.896], [0.872, -1.191, -0.207], [-0.506, -1.789, 0.137], [2.439, 2.151, 1.107], [3.399, 2.967, 0.519], [4.200, 2.136, -0.324], [3.725, 0.838, -0.206], [3.705, -1.569, 2.834], [4.429, -2.745, 2.949], [3.943, -3.654, 1.959], [2.932, -3.002, 1.262], [-2.041, 1.791, 1.059], [-2.525, 2.647, 0.076], [-2.831, 1.858, -1.066], [-2.538, 0.537, -0.750], [-3.865, -2.022, 1.093], [-4.712, -2.840, 1.840], [-4.135, -2.971, 3.144], [-2.959, -2.244, 3.146], [1.538, -1.950, -0.636], [0.778, -0.372, -0.939], [-1.127, -1.921, -0.764], [-0.385, -2.769, 0.629], [1.624, 2.357, 1.788], [3.499, 4.024, 0.684], [5.022, 2.471, -0.937], [4.031, -0.087, -0.675], [3.721, -0.661, 3.423], [5.212, -2.947, 3.667], [4.274, -4.663, 1.789], [2.272, -3.350, 0.485], [-1.634, 1.956, 2.054], [-2.625, 3.717, 0.181], [-3.196, 2.209, -2.020], [-2.608, -0.371, -1.338], [-3.954, -1.667, 0.083], [-5.628, -3.295, 1.498], [-4.533, -3.534, 3.978], [-2.241, -2.042, 3.920], [-0.699, -0.243, 6.937], [-0.840, -0.303, 5.430], [-0.852, -0.287, 4.254], [0.370, -0.769, 7.182], [-1.654, -0.794, 7.442], [-0.606, 0.943, 7.210]], "lowdin_spin": [1.983, 0.083, 0.086, 0.027, 0.040, 0.319, 0.310, 0.039, 0.015, 0.384, 0.002, 0.003, 0.000, 0.005, 0.000, 0.014, 0.010, 0.008, 0.019, 0.010, 0.000, 0.007, 0.049, 0.019, 0.020, 0.051, 0.066, 0.023, -0.001, 0.034, 0.011, 0.002, -0.007, 0.021, 0.002, 0.002, 0.004, 0.001, 0.000, 0.001, -0.001, 0.029, 0.004, 0.009, 0.006, 0.003, 0.001, 0.002, 0.000, 0.001, 0.000, -0.001, 0.000, 0.014, 0.000, 0.001, 0.000, 0.000, 0.000, 0.000, 0.000, 0.011, 0.000, 0.001, 0.000, 0.000, 0.000, 0.000, 0.001, 0.030, 0.061, 0.130, 0.021, 0.007, 0.008], "multiplicity": 5, "s_squared": 6.023, "homo_ev": [-13.1, -13.1], "charge": 2, "lumo_ha": [-0.21579, -0.39041], "fmax_ev_per_a": 5.17, "homo_lumo_gap_ha": [0.267, 0.092]}

---

4.
{"formula": "C6H10O", "method": "ωB97M-V with the def2-TZVPD basis set", "elements": ["O", "C", "C", "C", "C", "C", "C", "H", "H", "H", "H", "H", "H", "H", "H", "H", "H"], "coordinates": [[0.573, 0.740, 2.862], [1.377, 1.129, 1.956], [1.152, 1.324, 0.511], [0.955, -0.049, -0.269], [-0.372, -0.753, 0.103], [-2.328, -0.889, -1.427], [-1.077, -1.247, -1.109], [2.493, 1.247, 2.150], [1.711, 2.048, -0.086], [0.119, 1.689, 0.367], [0.938, 0.131, -1.356], [1.797, -0.675, 0.042], [-1.013, -0.042, 0.634], [-0.203, -1.635, 0.732], [-2.720, 0.011, -0.967], [-2.902, -1.246, -2.274], [-0.499, -1.785, -1.869]], "lowdin_spin": [0.313, 0.379, 0.102, 0.068, 0.006, 0.012, 0.007, 0.045, 0.015, 0.016, 0.013, 0.014, 0.002, 0.002, 0.001, 0.001, 0.004], "multiplicity": 2, "s_squared": 0.754, "homo_ev": [0.5, -3.2], "charge": -1, "lumo_ha": [0.14178, 0.13953], "fmax_ev_per_a": 3.41, "de_lowest_kcal_mol": 18.5, "homo_lumo_gap_ha": [0.125, 0.258]}

---

5.
{"formula": "C3H13NO3", "method": "ωB97M-V with the def2-TZVPD basis set", "elements": ["C", "N", "C", "C", "O", "H", "H", "H", "H", "H", "H", "H", "H", "H", "O", "H", "H", "O", "H", "H"], "coordinates": [[-2.572, 0.376, 0.878], [-1.515, 0.111, -0.091], [-0.152, 0.671, -0.017], [0.844, -0.224, -0.729], [0.964, -1.549, -0.201], [-2.594, 1.413, 1.255], [-2.469, -0.249, 1.768], [-3.471, 0.129, 0.333], [-1.724, 0.384, -1.044], [0.087, 1.654, -0.447], [0.092, 0.787, 1.049], [0.618, -0.298, -1.799], [1.826, 0.243, -0.622], [0.352, -1.579, 0.540], [2.250, 0.825, -3.871], [1.554, 0.298, -3.447], [2.976, 0.186, -3.810], [0.785, -1.075, 3.036], [0.525, -0.656, 3.867], [1.623, -1.447, 3.352]], "mulliken_charge": [-0.838, -0.280, -0.774, -0.053, -0.549, 0.298, 0.239, 0.349, 0.223, 0.361, 0.386, -0.100, 0.377, 0.323, -0.645, 0.346, 0.320, -0.568, 0.296, 0.290], "multiplicity": 1, "homo_ev": -8.9, "lumo_ha": 0.02030, "fmax_ev_per_a": 1.98, "de_lowest_kcal_mol": 33.8, "homo_lumo_gap_ha": 0.346}

---

6.
{"formula": "C4H12N2", "method": "ωB97M-V with the def2-TZVPD basis set", "elements": ["H", "N", "C", "N", "H", "H", "H", "C", "C", "C", "H", "H", "H", "H", "H", "H", "H", "H"], "coordinates": [[-2.034, 1.519, 1.360], [-2.424, 0.602, 1.572], [-2.515, -0.037, 0.470], [-2.871, -1.346, 0.432], [-2.311, 0.458, -0.477], [-3.376, -1.782, -0.320], [-2.892, -1.843, 1.307], [2.201, 0.345, -1.572], [1.758, 0.787, -0.175], [1.081, -0.334, 0.615], [1.308, 0.200, -2.185], [2.835, 1.102, -1.998], [2.720, -0.609, -1.521], [2.608, 1.146, 0.394], [1.110, 1.650, -0.269], [0.922, -0.033, 1.644], [1.710, -1.227, 0.643], [0.169, -0.600, 0.080]], "mulliken_charge": [0.255, -0.695, 0.028, -0.413, 0.393, 0.207, 0.224, -1.077, -0.269, -0.954, 0.291, 0.327, 0.292, 0.330, 0.252, 0.321, 0.347, 0.143], "multiplicity": 1, "homo_ev": -9.3, "lumo_ha": 0.03618, "fmax_ev_per_a": 1.00, "de_lowest_kcal_mol": 11.0, "homo_lumo_gap_ha": 0.378}